[1]
# C2H10N2O2

3 unconnected molecules or ions with the total composition C2H10N2O2 at a distorted geometry (ωB97M-V/def2-TZVPD, the OMol25 dataset).

Element x y z (Å)
C (-0.00364, 0.75987, 1.59448)
N (0.78948, -1.59375, -0.07345)
C (0.76189, -1.50702, 1.34214)
N (0.58839, -0.49028, 2.04866)
H (-0.62313, 0.51842, 0.75496)
H (0.67917, 1.54480, 1.11944)
H (-0.65480, 1.23165, 2.34336)
H (1.25294, -2.45799, -0.28383)
H (0.95566, -0.72250, -0.65658)
H (1.00340, -2.40485, 1.79773)
H (2.58969, 2.49670, -2.22550)
H (3.13749, 3.67954, -2.78303)
O (2.64878, 2.97999, -3.06620)
H (-4.88639, -1.30550, -0.12377)
H (-4.24627, -1.21692, -1.33337)
O (-3.99265, -1.51217, -0.45504)

Cartesian forces, eV/Å:
C -0.103 0.646 -0.648
N 0.258 2.043 2.865
C -0.022 -0.253 -3.855
N 0.198 3.040 -0.488
H -0.971 -0.385 -0.398
H 0.040 -1.171 1.539
H 0.471 -0.165 0.046
H 0.226 -0.149 -1.057
H -0.265 -1.743 0.899
H 0.073 -1.914 1.075
H -0.213 -0.185 -0.582
H 2.337 3.619 0.686
O -2.095 -3.410 -0.098
H 0.489 -0.454 1.052
H 0.955 -0.139 -0.916
O -1.379 0.621 -0.121

Summary:
2S+1 = 2
LUMO energy (alpha / beta) = -0.1514 / -0.3165 hartree
highest occupied orbital energy (alpha / beta) = -14.2 / -14.2 eV
orbital gap (alpha / beta) = 0.3705 / 0.2053 Eh
charge = +1

[2]
# C2H10N2O2P

2 unconnected molecules or ions with the total composition C2H10N2O2P at a distorted geometry (ωB97M-V/def2-TZVPD, the OMol25 dataset).

Element x y z (Å)
C (0.53588, 1.32695, -1.44063)
C (1.81717, -0.55529, -2.07524)
N (-3.23000, 0.01146, 2.15707)
N (1.09220, 0.24327, -1.06354)
O (2.13092, -0.59807, 1.03079)
O (-0.16392, 0.25504, 1.35812)
P (0.66342, -0.82564, 0.48463)
H (-3.40975, -0.80270, 2.69911)
H (0.64443, 1.41457, -2.51907)
H (-0.00580, 2.08132, -0.86352)
H (2.69328, -0.02640, -2.47234)
H (2.15023, -1.54811, -1.54799)
H (1.20160, -0.79804, -2.96346)
H (-3.53061, 0.83538, 2.67477)
H (-3.69216, -0.02561, 1.27209)
H (2.25580, -1.24092, 1.71773)
H (-1.15268, 0.25277, 1.55148)

Cartesian forces, eV/Å:
C 0.439 -0.590 -0.949
C 0.689 -2.069 0.360
N 1.304 1.127 -0.042
N -0.911 -0.231 0.513
O 0.242 0.364 -0.105
O 0.017 -0.183 -0.544
P -1.624 1.562 -0.143
H -0.275 -0.619 0.305
H -0.149 1.076 0.002
H 0.144 -0.716 0.292
H -0.142 -0.046 0.585
H -0.515 1.901 -1.239
H -0.030 0.050 0.740
H -0.025 -0.307 -0.207
H -0.536 -0.107 -0.279
H 0.781 -0.610 0.924
H 0.592 -0.601 -0.212

Summary:
LUMO energy = -0.1700 hartree
highest occupied orbital energy = -14.0 eV
orbital gap = 0.3436 Eh
charge = +1

[3]
# C2H10N2O3

3 unconnected molecules or ions with the total composition C2H10N2O3 at a distorted geometry (ωB97M-V/def2-TZVPD, the OMol25 dataset).

Element x y z (Å)
N (-1.74446, 0.32564, -2.19653)
C (-0.28516, 0.17442, -1.90604)
C (0.26024, 0.66288, -0.49436)
N (-0.65434, 1.20795, 0.30805)
O (1.42596, 0.44766, -0.20543)
H (-1.90769, 1.31869, -2.03628)
H (-2.18988, -0.13206, -1.40311)
H (-0.06569, -0.89420, -1.80566)
H (0.23115, 0.71983, -2.67681)
H (-1.37271, 1.77994, -0.06754)
H (-0.45124, 1.14757, 1.30508)
H (0.36457, -1.00237, 2.66502)
H (-1.17437, -0.83599, 2.76465)
O (-0.34494, -0.36179, 2.79876)
H (1.67536, -1.03260, 0.38996)
H (2.10089, -2.43595, 0.61805)
O (1.35702, -1.86989, 0.81000)

Cartesian forces, eV/Å:
N 1.282 0.243 1.196
C -0.620 0.292 1.321
C -0.508 -0.239 -2.297
N 0.668 -0.215 1.198
O -0.072 0.360 0.103
H -0.495 -0.061 -0.405
H -0.404 -0.011 -0.247
H 0.286 0.183 -0.735
H 0.659 -0.359 -0.329
H -0.646 0.010 0.026
H -0.163 0.432 -0.150
H -0.081 -0.148 -0.319
H -0.059 -0.329 -0.037
O 0.177 0.532 0.243
H -0.631 -0.260 0.407
H 0.172 -0.721 0.157
O 0.436 0.291 -0.133

Summary:
LUMO energy = 0.0242 hartree
highest occupied orbital energy = -9.6 eV
orbital gap = 0.3752 Eh
SMILES = NCC(N)=O.O.O
charge = 0

[4]
# C2H10N2O3

3 unconnected molecules or ions with the total composition C2H10N2O3 at a distorted geometry (ωB97M-V/def2-TZVPD, the OMol25 dataset).

Element x y z (Å)
O (2.72198, 1.99744, -0.41020)
C (1.53577, 2.27146, -0.31717)
N (0.60461, 1.27719, -0.42149)
C (0.95314, -0.08476, 0.10621)
N (0.39235, -0.16427, 1.44977)
H (1.18601, 3.29265, -0.16924)
H (-0.37793, 1.43015, -0.18773)
H (2.03458, -0.12866, 0.20633)
H (0.55737, -0.87194, -0.53162)
H (0.95498, 0.42955, 2.05333)
H (-0.60747, -0.03662, 1.59143)
H (-2.69397, -2.03390, -0.68723)
H (-3.73213, -1.01350, -1.19736)
O (-3.43537, -1.91828, -1.29887)
H (-1.78509, -2.78778, 1.25434)
H (-0.80463, -1.63516, 1.03516)
O (-1.35540, -2.26829, 0.57217)

Cartesian forces, eV/Å:
O -1.140 0.071 0.202
C 2.123 1.163 -0.267
N -1.056 -2.412 2.119
C 0.036 -0.661 -0.408
N 0.824 1.712 -0.925
H -0.273 0.093 -0.169
H -0.018 0.836 -0.757
H -0.053 -0.182 -0.340
H 0.028 0.159 -0.105
H -0.324 -0.234 0.592
H 0.016 0.090 0.052
H -0.193 0.116 -0.158
H -0.136 0.116 0.035
O 0.161 -0.140 -0.068
H -0.128 -0.280 0.181
H -0.004 -0.694 0.180
O 0.136 0.246 -0.164

Summary:
2S+1 = 2
LUMO energy (alpha / beta) = -0.1556 / -0.3607 hartree
highest occupied orbital energy (alpha / beta) = -13.7 / -13.7 eV
orbital gap (alpha / beta) = 0.3494 / 0.1443 Eh
charge = +1

[5]
# C2H10N2P

A molecular structure, C2H10N2P at a distorted geometry (ωB97M-V/def2-TZVPD, the OMol25 dataset).

Element x y z (Å)
C (-1.57673, -0.56312, -0.05192)
C (-1.06020, 0.48911, 0.74670)
N (0.28823, -0.89956, -1.44203)
N (0.28948, 0.32492, 1.16595)
P (1.57860, -0.07788, -0.78402)
H (-1.26402, -1.53732, 0.00652)
H (-2.40323, -0.09913, -0.49674)
H (-1.80224, 0.54188, 1.61348)
H (-1.10663, 1.51805, 0.24681)
H (-0.22886, -0.31160, -2.11948)
H (0.44958, 0.97325, 1.84462)
H (2.25386, -0.83430, 0.10426)
H (0.24211, -0.64503, 1.61249)
H (2.59385, -0.14451, -1.90992)
H (1.74620, 1.26525, -0.53674)

Cartesian forces, eV/Å:
C 2.130 1.928 -1.409
C -0.186 2.735 0.820
N -1.927 1.889 1.540
N -1.136 -4.966 -0.600
P 1.164 -0.526 -3.546
H -0.250 -2.358 0.542
H -1.572 -0.861 -1.590
H 0.480 0.112 -0.638
H -0.473 -1.356 0.398
H 0.751 -0.472 -0.040
H 1.216 2.120 2.514
H 0.325 -0.477 0.871
H 0.938 1.713 -0.257
H -1.224 0.030 1.232
H -0.236 0.488 0.163

Summary:
LUMO energy = -0.2012 hartree
highest occupied orbital energy = -14.0 eV
orbital gap = 0.3126 Eh
charge = +1

[6]
# C2H10N3

2 unconnected molecules or ions with the total composition C2H10N3 at a distorted geometry (ωB97M-V/def2-TZVPD, the OMol25 dataset).

Element x y z (Å)
N (2.02959, 1.07896, -0.12867)
H (2.57853, 1.87843, 0.21650)
H (2.63861, 0.27536, 0.09430)
H (1.96782, 1.22486, -1.17144)
C (0.16614, -1.63541, 0.60521)
N (-2.10884, 1.03577, -0.50027)
C (-1.12006, 0.35104, 0.11809)
N (-0.87005, -0.91580, -0.05325)
H (-0.19715, -2.53124, 1.08683)
H (0.58756, -1.02968, 1.42099)
H (0.96073, -1.93851, -0.11226)
H (-2.68218, 0.65676, -1.24352)
H (-2.11334, 2.05039, -0.38421)
H (-0.42683, 0.93629, 0.73932)
H (-1.41054, -1.43721, -0.68762)

Cartesian forces, eV/Å:
N 0.945 0.502 -0.714
H -0.414 -0.270 -0.203
H -0.534 0.380 -0.611
H 0.206 -0.558 1.556
C 0.881 0.167 -0.022
N -1.965 1.376 -1.014
C 1.552 4.135 2.986
N 0.472 -3.718 -0.665
H -0.302 -0.468 0.083
H -0.001 -0.031 -0.471
H -0.120 0.230 0.563
H 0.383 0.155 0.187
H -0.030 -0.913 -0.315
H -0.422 -0.457 -0.661
H -0.650 -0.532 -0.699

Summary:
2S+1 = 2
LUMO energy (alpha / beta) = 0.0413 / 0.0390 hartree
highest occupied orbital energy (alpha / beta) = -3.4 / -8.6 eV
orbital gap (alpha / beta) = 0.1669 / 0.3535 Eh
charge = 0

[7]
# C2H10N3

A gas-phase ion, C2H10N3 (charge +1) at a distorted geometry (ωB97M-V/def2-TZVPD, the OMol25 dataset).

Element x y z (Å)
C (0.00138, -0.67494, 1.18432)
N (0.13558, 0.52664, 1.99060)
H (-1.08469, -0.77040, 1.11948)
H (0.33859, -1.61600, 1.66254)
H (0.11793, 0.16948, 2.99794)
H (0.94608, 1.10926, 1.78993)
N (0.59241, -0.37984, -0.12448)
C (-0.20889, 0.51376, -1.08751)
N (-0.86847, -0.09133, -2.18215)
H (1.32995, 0.14582, 0.37127)
H (1.12926, -1.13696, -0.56022)
H (0.57916, 1.20272, -1.41145)
H (-0.85164, 1.07070, -0.39458)
H (-1.84144, -0.34608, -2.28823)
H (-0.31522, 0.27719, -3.06744)

Cartesian forces, eV/Å:
C -2.568 -0.750 1.230
N 0.033 -1.082 1.971
H 0.010 -0.523 -0.648
H 0.533 0.516 -0.634
H 0.265 1.429 -1.714
H 0.092 -0.248 0.580
N 1.632 -0.434 1.047
C -0.917 1.059 0.202
N 3.765 1.227 -2.241
H 0.518 0.548 -1.705
H -0.744 -0.244 -0.206
H -0.426 -0.107 -0.307
H -0.008 -0.177 -0.113
H 0.269 0.450 0.435
H -2.454 -1.662 2.101

Summary:
LUMO energy = -0.1224 hartree
highest occupied orbital energy = -14.3 eV
orbital gap = 0.4038 Eh
SMILES = NC[NH2+]CN
charge = +1

[8]
# C2H10N3

2 unconnected molecules or ions with the total composition C2H10N3 (ωB97M-V/def2-TZVPD, the OMol25 dataset).

Element x y z (Å)
C (-1.07363, 1.84712, 1.30264)
N (-1.23612, 1.03568, 0.07304)
H (-1.30653, 2.88975, 1.12268)
H (-1.70494, 1.45785, 2.10294)
H (-0.06448, 1.72075, 1.68680)
H (-1.00553, 1.57898, -0.74868)
H (-2.19136, 0.70430, -0.00082)
H (-0.18414, -0.40271, -0.02702)
N (1.89652, -1.09822, -1.45005)
C (1.16704, -1.85318, -0.65961)
N (0.12718, -1.42187, -0.01157)
H (2.56972, -1.52631, -2.06514)
H (1.76456, -0.10114, -1.51929)
H (1.44752, -2.89443, -0.59856)
H (-0.20582, -1.93655, 0.79264)

Cartesian forces, eV/Å:
C 0.045 -0.505 0.041
N 0.320 -0.297 0.359
H 0.042 0.175 0.190
H -0.205 0.081 -0.246
H 0.210 0.332 -0.138
H -0.300 0.116 -0.022
H 0.036 0.200 -0.257
H -0.353 -0.296 -0.005
N 0.020 -0.119 -0.167
C -0.095 0.062 -0.198
N 0.378 0.643 0.628
H 0.097 0.067 0.078
H -0.086 -0.005 -0.063
H 0.013 -0.145 0.121
H -0.123 -0.311 -0.321

Summary:
LUMO energy = -0.1203 hartree
highest occupied orbital energy = -14.0 eV
orbital gap = 0.3924 Eh
charge = +1

[9]
# C2H10N3

2 unconnected molecules or ions with the total composition C2H10N3 at a distorted geometry (ωB97M-V/def2-TZVPD, the OMol25 dataset).

Element x y z (Å)
C (2.33064, -1.13330, -1.52385)
N (0.85349, -0.77596, -1.57907)
H (2.65723, -1.27388, -0.51309)
H (2.90164, -0.43742, -2.13294)
H (2.30394, -2.04908, -2.14541)
H (0.67884, -0.34879, -2.48742)
H (0.14513, -1.51471, -1.48847)
H (0.61513, -0.09948, -0.71804)
N (-2.31076, 1.19620, 1.47346)
C (-1.01364, 0.87219, 1.40425)
N (-0.22086, 0.16120, 0.64907)
H (-2.44409, 1.96029, 2.12761)
H (-2.91431, 0.74593, 0.78812)
H (-0.60101, 0.95433, 2.42950)
H (0.26232, -0.52145, 1.24191)

Cartesian forces, eV/Å:
C -1.152 -1.714 -2.085
N -0.186 2.100 1.865
H 0.239 -0.094 0.278
H -0.091 0.450 0.530
H 0.843 0.045 0.842
H -0.208 0.388 0.085
H 0.795 -0.421 -0.114
H 0.387 -1.158 -3.025
N 3.807 -0.852 -1.795
C -2.416 -0.374 2.859
N -0.691 0.147 0.342
H -1.294 -0.131 0.128
H -0.843 0.819 0.202
H 0.645 1.064 -0.133
H 0.165 -0.269 0.021

Summary:
2S+1 = 2
LUMO energy (alpha / beta) = -0.3440 / -0.4807 hartree
highest occupied orbital energy (alpha / beta) = -21.2 / -21.1 eV
orbital gap (alpha / beta) = 0.4367 / 0.2943 Eh
charge = +2

[10]
# C2H10N3O

2 unconnected molecules or ions with the total composition C2H10N3O (ωB97M-V/def2-TZVPD, the OMol25 dataset).

Element x y z (Å)
C (1.75034, -0.10010, -1.76168)
O (0.52060, 0.50090, -1.51398)
H (2.39970, 0.60503, -2.29756)
H (2.25963, -0.35658, -0.83429)
H (1.67805, -1.01089, -2.37869)
H (0.02406, -0.03098, -0.31847)
N (-0.33357, -1.22895, 1.39307)
C (-0.64091, -0.01141, 0.68506)
N (-0.27042, 1.12595, 1.44654)
N (-2.00602, 0.11310, 0.21306)
H (-1.03050, -1.39584, 2.11251)
H (-0.38183, -2.01140, 0.75290)
H (0.49902, 0.92902, 2.06884)
H (-0.05376, 1.91220, 0.85017)
H (-2.35451, 1.05079, 0.36047)
H (-2.05987, -0.09084, -0.77794)

Cartesian forces, eV/Å:
C 0.091 -0.237 -0.360
O -0.122 -0.106 0.113
H -0.094 0.063 0.080
H 0.177 -0.025 0.225
H -0.083 0.127 0.134
H 0.040 0.243 -0.245
N 0.132 0.001 -0.048
C -0.224 -0.100 0.049
N -0.063 -0.048 0.155
N 0.206 0.013 -0.129
H -0.060 0.071 -0.015
H -0.001 -0.022 0.028
H 0.089 -0.051 -0.073
H -0.028 0.094 0.016
H 0.020 0.050 0.045
H -0.079 -0.072 0.024

Summary:
2S+1 = 2
LUMO energy (alpha / beta) = 0.0362 / -0.0467 hartree
highest occupied orbital energy (alpha / beta) = -8.6 / -9.3 eV
orbital gap (alpha / beta) = 0.3518 / 0.2944 Eh
charge = 0

Calculated energy in order - -9301.2195, -18594.3043, -11359.1752, -11348.8591, -14494.0908, -6703.8985, -6698.4644, -6700.6094, -6685.7402, -8751.4181 eV
Calculated energy relative to the best compared isomer or geometry (same formula, charge and spin) in order - 35.1, 35.3, 19.8, 36.8, 121.8, 11.7, 59.4, 9.9, 29.7, 9.7 kcal/mol